No. 1
The following is a DFT calculation (wB97M-V/def2-TZVPD) of a 2-piece molecular cluster, C3H11N2O overall in a non-equilibrium geometry.

Each line ends with the Löwdin charge.
Geometry (Å):
1 C 0.519260 -0.310226 1.394110  -0.0125
2 C 0.433546 0.526041 -0.028615  -0.2382
3 C 0.141565 1.884981 -0.038662  -0.0966
4 N -0.497798 2.478929 1.068579  0.0727
5 N 0.676826 -0.366542 -1.184882  0.1922
6 H 0.175814 0.323808 2.281920  0.0875
7 H -0.028605 -1.289596 1.354292  0.0722
8 H 1.643557 -0.431585 1.533657  0.0945
9 H 0.102458 2.585404 -0.887970  0.1269
10 H -1.270799 3.094177 0.878209  0.1080
11 H -0.030487 2.516006 1.867131  0.0297
12 H 0.383957 0.232114 -1.960562  0.1649
13 H 1.646609 -0.765403 -1.390115  0.2090
14 H 0.034608 -1.204362 -1.064455  0.1297
15 H -1.629890 -3.621707 -1.795889  0.0746
16 H -1.370320 -2.614527 -0.600633  0.0859
17 O -0.930302 -3.037512 -1.426113  -0.1005

Force components x, y, z for each atom (eV/Å):
0.79 1.74 -1.26
-0.15 0.58 3.82
-1.39 -1.88 -0.22
-1.08 -0.94 -4.43
0.37 0.08 -0.06
0.21 -0.99 -1.53
0.62 0.93 0.05
-1.46 -0.36 0.01
0.28 -1.05 -0.27
0.47 0.31 0.13
1.90 0.38 4.26
0.02 -0.77 -0.59
-1.24 0.84 0.61
0.73 0.94 -0.78
0.65 0.57 0.30
0.73 -1.50 -2.01
-1.44 1.12 1.98

HOMO-LUMO gap = 9.481 eV
HOMO level = -12.88 eV
Net charge = +1
Energy relative to the best compared isomer or geometry (same formula, charge and spin) = 296.1 kJ/mol


No. 2
The following is a DFT calculation (wB97M-V/def2-TZVPD) of a 15-piece molecular cluster, C19H48BrF3N14O32 overall in a non-equilibrium geometry.

Each line ends with the Löwdin charge.
Geometry (Å):
1 O -3.081232 -1.660505 5.929290  0.1981
2 C -3.141547 -2.442503 5.083363  -0.7567
3 O -4.156423 -3.364489 5.128914  -0.4737
4 Br -5.341386 -3.204497 3.727715  0.8766
5 O -2.220634 -2.408084 4.117153  0.0310
6 C -1.958188 -3.660174 3.434685  -0.1216
7 C -0.546325 -3.673727 2.831085  -0.1504
8 O -0.616879 -3.220644 1.475553  -0.1140
9 C 0.066244 -2.006196 1.300726  -0.0774
10 C 0.378169 -1.831346 -0.211104  -0.6417
11 F -0.156394 -2.808594 -0.921927  0.1581
12 F -0.129532 -0.714988 -0.690809  0.1542
13 F 1.672054 -1.906146 -0.451401  0.1502
14 H -2.112372 -4.539222 4.069242  0.1395
15 H -2.651287 -3.728983 2.590522  0.0854
16 H 0.193451 -3.144247 3.439915  0.1260
17 H -0.234069 -4.724106 2.798810  0.1206
18 H -0.558234 -1.172227 1.651549  0.1449
19 H 1.047107 -1.984849 1.796088  0.1377
20 C -1.568354 2.280058 -0.780404  0.0499
21 N -1.649544 3.347149 0.252985  -0.4462
22 O -0.964816 4.335039 0.100681  0.0790
23 O -2.406045 3.145377 1.184385  0.0454
24 H -0.863082 2.587343 -1.544720  0.0986
25 H -1.233227 1.373441 -0.286932  0.0775
26 H -2.563433 2.154821 -1.198790  0.1028
27 C -5.442326 5.057154 1.227381  0.0291
28 N -6.213100 5.104161 -0.046503  -0.4389
29 O -5.751001 4.541505 -1.019608  0.0602
30 O -7.266582 5.710996 -0.017279  0.0459
31 H -4.533790 4.488151 1.064186  0.0753
32 H -5.212287 6.081237 1.507888  0.1117
33 H -6.067121 4.581983 1.961867  0.0475
34 C -3.535635 -5.104375 -1.267985  0.0646
35 N -4.481227 -4.502450 -0.289792  -0.4338
36 O -4.016686 -3.810401 0.595276  0.0333
37 O -5.662197 -4.746022 -0.440054  0.0547
38 H -2.530191 -4.801787 -1.004377  0.0930
39 H -3.647289 -6.183407 -1.206364  0.1079
40 H -3.807531 -4.739620 -2.254746  0.0708
41 C -5.641488 3.702257 5.759882  0.0592
42 N -5.734338 4.057815 4.318574  -0.4169
43 O -4.787148 4.635382 3.822303  0.0681
44 O -6.760183 3.741336 3.745434  0.0510
45 H -4.684054 4.041680 6.138289  0.0974
46 H -6.461199 4.199839 6.271446  0.1037
47 H -5.729147 2.621830 5.835978  0.1039
48 C 4.031897 -1.230511 -2.334798  0.0527
49 N 5.480765 -1.452451 -2.592268  -0.4246
50 O 5.989895 -2.465989 -2.147373  0.0496
51 O 6.061259 -0.602240 -3.231332  0.0658
52 H 3.649751 -2.063727 -1.757507  0.0808
53 H 3.936373 -0.299649 -1.782644  0.1115
54 H 3.534199 -1.165137 -3.296925  0.0746
55 C 8.600356 1.160520 -2.926555  0.0367
56 N 9.173611 2.515539 -3.150313  -0.4460
57 O 8.930621 3.369965 -2.318648  0.0493
58 O 9.842444 2.673493 -4.148547  0.0699
59 H 8.030867 1.173024 -2.004430  0.0902
60 H 7.960432 0.932198 -3.772473  0.0858
61 H 9.428315 0.460241 -2.861297  0.1043
62 C 1.681013 -0.182503 -6.890665  0.0523
63 N 1.761255 -0.162175 -5.404934  -0.4366
64 O 0.813979 -0.593314 -4.779592  0.0698
65 O 2.779670 0.290965 -4.914008  0.0430
66 H 0.726008 -0.610143 -7.186559  0.0510
67 H 1.770032 0.845294 -7.232396  0.1060
68 H 2.506773 -0.788466 -7.254064  0.1048
69 C -3.252309 -1.560209 -6.833505  0.0387
70 N -1.800508 -1.740673 -7.110617  -0.4253
71 O -1.271456 -2.752835 -6.708462  0.0844
72 O -1.236413 -0.853415 -7.730239  0.0315
73 H -3.606313 -2.416573 -6.290569  0.0598
74 H -3.364015 -0.653707 -6.247506  0.1011
75 H -3.755279 -1.472626 -7.793892  0.1067
76 C 6.678045 -3.835642 0.899684  0.0643
77 N 5.583960 -3.396951 1.807459  -0.4339
78 O 5.890483 -2.738911 2.784314  0.0536
79 O 4.452771 -3.727562 1.510379  0.0599
80 H 7.620244 -3.468490 1.292770  0.0999
81 H 6.663819 -4.921799 0.873211  0.1063
82 H 6.476105 -3.418356 -0.082939  0.0714
83 C -6.481229 -2.564324 -3.153751  0.0645
84 N -5.326507 -2.924357 -4.021872  -0.4129
85 O -4.784328 -2.032531 -4.653345  0.0434
86 O -4.998733 -4.089452 -4.044434  0.0677
87 H -6.656465 -1.497229 -3.235220  0.0987
88 H -7.341069 -3.127932 -3.504442  0.1082
89 H -6.222078 -2.840712 -2.134757  0.0849
90 C 4.115663 -4.529090 4.689119  0.0447
91 N 2.793198 -5.167961 4.935170  -0.4371
92 O 1.963209 -5.099651 4.046896  0.0536
93 O 2.634771 -5.714759 6.004760  0.0740
94 H 4.107958 -4.088450 3.702571  0.0424
95 H 4.259155 -3.769819 5.452660  0.1071
96 H 4.871491 -5.306761 4.761904  0.1077
97 C 6.478419 6.034490 -1.898417  0.0476
98 N 5.194276 5.301449 -1.723917  -0.4538
99 O 4.364656 5.400983 -2.604705  0.0635
100 O 5.068239 4.650906 -0.705834  0.0534
101 H 6.449664 6.565544 -2.843244  0.0944
102 H 6.575847 6.727171 -1.067233  0.1003
103 H 7.278962 5.298468 -1.891713  0.0782
104 C -9.045020 6.901579 2.856538  0.0485
105 N -8.973129 6.894963 4.343308  -0.4529
106 O -9.940463 6.489092 4.953487  0.0654
107 O -7.940964 7.297527 4.844240  0.0495
108 H -10.011951 6.517020 2.552697  0.0969
109 H -8.914595 7.927860 2.525347  0.1036
110 H -8.243399 6.266902 2.487963  0.0771
111 C 6.473067 0.703938 3.165649  0.0405
112 N 7.906384 0.373784 2.926590  -0.4536
113 O 8.352514 -0.619447 3.465122  0.0594
114 O 8.528005 1.126189 2.206585  0.0615
115 H 6.049381 -0.049587 3.820340  0.0844
116 H 6.436111 1.686098 3.628344  0.1003
117 H 5.970806 0.705949 2.202460  0.0980

Force components x, y, z for each atom (eV/Å):
0.09 2.71 3.25
0.06 -0.60 -1.53
0.00 -0.61 -0.97
0.28 -0.12 0.12
-0.20 -1.61 -0.51
0.25 -0.04 -0.85
-0.93 -0.77 0.12
0.85 0.34 0.53
0.03 0.26 -0.54
-1.18 -1.37 1.31
-0.66 -0.87 -0.61
0.10 1.42 -0.38
1.34 0.68 -0.12
0.07 0.42 0.27
0.06 -0.12 0.13
-0.22 0.11 -0.15
0.02 0.20 -0.04
0.26 0.02 -0.13
-0.28 -0.08 0.14
0.12 -0.02 -0.22
0.03 0.00 -0.10
-0.11 -0.04 0.11
0.04 0.08 -0.03
0.00 0.07 0.07
-0.12 0.00 0.02
-0.02 -0.05 0.12
0.27 0.02 -0.55
0.32 0.03 0.14
-0.21 0.08 0.02
-0.08 -0.05 -0.16
-0.03 0.01 -0.02
-0.12 -0.01 0.04
-0.24 0.04 -0.08
0.25 0.00 -0.01
0.24 -0.02 0.12
-0.21 -0.05 -0.17
-0.02 0.12 -0.01
0.03 0.07 0.11
-0.12 0.03 -0.07
-0.08 -0.15 0.04
0.13 0.01 0.20
0.33 0.07 0.47
-0.26 -0.19 0.24
0.05 0.07 -0.04
0.00 0.02 -0.10
-0.06 -0.08 -0.07
-0.11 0.03 -0.02
-0.13 -0.28 0.15
-0.23 -0.01 0.09
0.11 0.13 -0.06
0.11 -0.12 0.05
0.15 -0.02 -0.01
0.00 0.07 -0.17
0.04 0.22 0.02
-0.10 -0.07 0.13
-0.05 -0.09 0.11
0.04 0.09 -0.14
-0.04 0.07 0.10
0.03 0.09 -0.03
0.10 -0.04 -0.03
0.00 0.02 -0.13
-0.22 -0.14 -0.17
-0.07 0.02 -0.18
0.17 0.07 0.08
-0.13 -0.10 0.04
0.20 0.08 0.14
0.14 -0.02 0.04
0.09 0.13 0.06
0.18 -0.04 -0.41
-0.12 -0.01 -0.01
0.10 0.12 -0.09
-0.20 -0.14 0.02
0.18 -0.11 -0.03
0.02 0.03 -0.08
0.09 0.17 -0.01
0.27 0.03 0.01
0.27 0.03 -0.17
-0.21 -0.02 -0.09
0.05 0.12 0.09
-0.08 0.03 0.08
-0.11 0.02 -0.07
-0.10 -0.10 -0.03
-0.08 0.26 0.04
-0.14 0.44 -0.02
-0.46 -0.37 0.64
0.10 -0.06 -0.09
0.08 -0.03 -0.06
0.07 -0.11 0.08
-0.07 -0.15 -0.05
0.03 0.06 -0.12
0.09 0.01 -0.05
0.02 -0.04 0.17
-0.08 0.02 -0.09
-0.17 -0.01 0.02
0.04 -0.11 0.07
-0.03 0.02 0.16
0.14 0.08 -0.15
0.02 0.06 -0.07
0.02 -0.08 0.12
-0.03 0.02 -0.09
-0.10 -0.05 0.01
0.02 -0.11 0.06
-0.02 0.01 0.12
-0.10 -0.09 -0.14
-0.10 -0.03 -0.08
0.14 0.05 0.05
-0.06 -0.09 0.02
0.01 -0.01 0.10
0.14 -0.03 0.03
0.05 0.11 -0.03
-0.15 -0.12 0.18
-0.05 -0.11 0.11
0.02 0.13 -0.09
0.01 -0.05 -0.02
0.09 -0.04 -0.04
0.03 0.04 -0.14
0.06 0.13 -0.01

HOMO-LUMO gap = 9.457 eV
HOMO level = -10.48 eV


No. 3
The following is a DFT calculation (wB97M-V/def2-TZVPD) of a 2-piece molecular cluster, C2F5NO2 overall in a non-equilibrium geometry.

Each line ends with the Löwdin charge.
Geometry (Å):
1 C -0.328958 0.774166 -0.327984  -0.1432
2 C -1.239870 -0.432161 0.209285  -0.5832
3 N 1.875746 -0.182579 -0.068756  -0.2402
4 O 2.125120 0.077546 1.067995  0.1230
5 O 2.266555 -0.826666 -0.976662  0.1413
6 F -0.597947 1.287830 -1.539033  0.1251
7 F -0.312083 1.821503 0.588308  0.0745
8 F -0.568924 -1.175366 1.162282  0.1108
9 F -1.455285 -1.317051 -0.760537  0.1609
10 F -2.362286 -0.053581 0.686992  0.2310

Force components x, y, z for each atom (eV/Å):
0.01 1.20 1.26
2.77 -1.24 -0.66
-2.28 1.22 0.43
0.80 -0.76 -1.17
0.65 -0.03 0.73
0.07 -1.06 1.26
0.04 -2.06 -1.46
-0.37 1.47 -0.52
-0.06 0.33 -0.75
-1.63 0.94 0.89

HOMO-LUMO gap (alpha / beta) = 9.238 / 9.043 eV
HOMO level (alpha / beta) = -10.29 / -10.34 eV
Energy relative to the best compared isomer or geometry (same formula, charge and spin) = 209.5 kJ/mol


no.,E_tot (eV)
1,-8308.72357
2,-185016.51563
3,-21241.06938